Here is a 2-piece molecular cluster, C4H14N2O2 overall from the OMol25 dataset. Energies are from ωB97M-V/def2-TZVPD.

Values from the calculation:
LUMO energy: 0.88 eV
HOMO energy: -0.3377 Ha
Gap between HOMO and LUMO: 10.07 eV
Energy relative to the best compared isomer or geometry (same formula, charge and spin): 0.903 eV
Structure (SMILES): C[C@@H](O)[C@@H](N)CN.O
E: -11449.787 eV

Bonds (Å) are listed after each position.
Positions of all 22 atoms, in Å:
1 C -0.574 1.049 -1.905  C2 1.546, H8 1.090, H9 1.088, H10 1.085
2 C 0.443 0.064 -1.284  C1 1.546, O3 1.448, C4 1.518, H11 1.083
3 O 1.778 0.502 -1.631  C2 1.448, H12 0.961
4 C 0.322 0.022 0.229  C2 1.518, N5 1.468, C6 1.600, H13 1.081
5 N -0.947 -0.639 0.555  C4 1.468, H14 1.017, H15 1.012
6 C 1.568 -0.784 0.828  C4 1.600, N7 1.455, H16 1.092, H17 1.078
7 N 1.232 -1.591 1.991  C6 1.455, H18 1.010, H19 1.016
8 H 0.015 1.858 -2.339  C1 1.090
9 H -1.132 0.560 -2.700  C1 1.088
10 H -1.257 1.415 -1.146  C1 1.085
11 H 0.397 -0.902 -1.772  C2 1.083
12 H 1.993 1.355 -1.247  O3 0.961
13 H 0.441 1.011 0.649  C4 1.081
14 H -1.358 -0.263 1.406  N5 1.017
15 H -0.738 -1.602 0.787  N5 1.012
16 H 2.288 -0.003 1.078  C6 1.092
17 H 1.996 -1.398 0.051  C6 1.078
18 H 1.618 -1.223 2.849  N7 1.010
19 H 1.556 -2.549 1.899  N7 1.016
20 O -3.184 1.237 0.844  H21 0.970, H22 0.976
21 H -4.096 0.996 0.617  O20 0.970
22 H -2.706 0.615 0.263  O20 0.976

How positive or negative is each atom? The natural (NBO) charges in e answer that: -0.6365, 0.0994, -0.7391, -0.0830, -0.8686, -0.2321, -0.8632, 0.2158, 0.2146, 0.2122, 0.1838, 0.4583, 0.1832, 0.3782, 0.3768, 0.1800, 0.1965, 0.3663, 0.3657, -0.9562, 0.4646, 0.4834

***

Here is a 2-piece molecular cluster, C4H14N2O2 overall from the OMol25 dataset. Energies are from ωB97M-V/def2-TZVPD.

Values from the calculation:
LUMO energy (spin up / spin down): -2.89 / -8.01 eV
Spin multiplicity: 2
HOMO energy (spin up / spin down): -0.5363 / -0.4958 Ha
Gap between HOMO and LUMO (spin up / spin down): 11.70 / 5.48 eV
Energy relative to the best compared isomer or geometry (same formula, charge and spin): 3.060 eV
Net charge: +1
E: -11440.332 eV

Bonds (Å) are listed after each position.
Positions of all 22 atoms, in Å:
1 C -0.055 0.910 0.108  C2 1.553, N5 1.520, H8 1.145, H9 1.050
2 C 1.051 1.032 -0.977  C1 1.553, C3 1.587, H10 1.069, H11 0.996
3 C 2.034 -0.215 -0.982  C2 1.587, N4 1.440, H12 1.135, H13 1.110
4 N 1.515 -1.498 -1.380  C3 1.440, H14 0.992, H15 1.048
5 N -1.038 -0.151 -0.359  C1 1.520, C6 1.428, H16 1.034
6 C -2.338 0.267 -0.774  N5 1.428, O7 1.489, H17 1.211, H18 1.056
7 O -3.106 0.361 0.499  C6 1.489, H19 0.979
8 H 0.302 0.603 1.152  C1 1.145
9 H -0.616 1.787 0.238  C1 1.050
10 H 0.562 1.178 -1.916  C2 1.069
11 H 1.595 1.837 -0.760  C2 0.996
12 H 2.752 0.177 -1.769  C3 1.135
13 H 2.476 -0.183 0.035  C3 1.110
14 H 1.102 -1.390 -2.276  N4 0.992
15 H 0.835 -1.904 -0.694  N4 1.048
16 H -1.164 -0.883 0.361  N5 1.034
17 H -2.507 1.327 -1.335  C6 1.211
18 H -2.867 -0.448 -1.344  C6 1.056
19 H -3.096 1.320 0.697  O7 0.979
20 H 1.383 -1.114 4.389  O22 0.972
21 H 0.476 -1.958 3.391  O22 0.981
22 O 0.707 -1.055 3.695  H20 0.972, H21 0.981

How positive or negative is each atom? The natural (NBO) charges in e answer that: -0.2495, -0.3622, -0.2445, -0.5967, -0.3920, 0.0314, -0.6823, 0.2472, 0.2348, 0.2144, 0.2267, 0.2477, 0.2278, 0.3837, 0.3878, 0.4150, 0.2106, 0.2168, 0.4817, 0.4904, 0.4750, -0.9636

***

Here is a 3-piece molecular cluster, C4H14N2O3 overall from the OMol25 dataset. Energies are from ωB97M-V/def2-TZVPD.

Values from the calculation:
LUMO energy: 0.53 eV
HOMO energy: -0.3551 Ha
Gap between HOMO and LUMO: 10.19 eV
Energy relative to the best compared isomer or geometry (same formula, charge and spin): 2.046 eV
Structure (SMILES): CCCNC(N)=O.O.O
E: -13496.721 eV

Bonds (Å) are listed after each position.
Positions of all 23 atoms, in Å:
1 C -1.056 0.092 -1.513  C2 1.556, H8 1.131, H9 1.144, H10 1.094
2 C -1.339 -1.112 -0.569  C1 1.556, C3 1.551, H11 1.133, H12 1.131
3 C -1.550 -0.529 0.852  C2 1.551, N4 1.544, H13 1.155, H14 1.100
4 N -0.445 0.159 1.683  C3 1.544, C5 1.409, H15 0.976
5 C 0.777 -0.436 2.053  N4 1.409, N6 1.400, O7 1.186
6 N 0.376 -1.598 2.723  C5 1.400, H16 1.030, H17 0.930
7 O 1.847 0.074 1.991  C5 1.186
8 H -0.293 0.652 -0.894  C1 1.131
9 H -0.521 -0.213 -2.477  C1 1.144
10 H -1.991 0.635 -1.683  C1 1.094
11 H -0.598 -1.952 -0.742  C2 1.133
12 H -2.191 -1.768 -0.922  C2 1.131
13 H -2.248 0.387 0.765  C3 1.155
14 H -1.972 -1.217 1.599  C3 1.100
15 H -0.336 1.095 1.428  N4 0.976
16 H -0.631 -1.548 2.931  N6 1.030
17 H 0.884 -2.122 3.299  N6 0.930
18 O 2.448 2.633 -0.014  H19 1.036, H20 0.986
19 H 1.829 2.083 -0.636  O18 1.036
20 H 2.250 2.369 0.914  O18 0.986
21 O 1.328 0.706 -3.210  H22 1.038, H23 0.945
22 H 1.593 0.173 -4.060  O21 1.038
23 H 1.841 1.437 -3.518  O21 0.945

How positive or negative is each atom? The natural (NBO) charges in e answer that: -0.6142, -0.4493, -0.2106, -0.6848, 0.7964, -0.8462, -0.6101, 0.1944, 0.2397, 0.2049, 0.2204, 0.2164, 0.2040, 0.1875, 0.3777, 0.3842, 0.3844, -0.9621, 0.4757, 0.4874, -0.9277, 0.4657, 0.4663

***

Question: energy relative to the best compared isomer or geometry (same formula, charge and spin) of number 1 (C4H14N2O2)?
Answer: 0.903 eV

***

Question: energy relative to the best compared isomer or geometry (same formula, charge and spin) of number 2 (C4H14N2O2)?
Answer: 3.060 eV

***

Question: The lowest energy relative to the best compared isomer or geometry (same formula, charge and spin) belongs to which entry?
Answer: number 1